Record 1
The following is a quantum chemistry calculation of 4 unconnected molecules or ions with the total composition C40H86F2NO4 in a non-equilibrium geometry, from OMol25.

Element x y z (Å)
C -4.2231 1.8760 -3.2543
C -3.1805 2.7700 -2.3532
C -2.7719 4.2160 -3.0127
C -2.3500 4.1544 -4.5972
C -0.7460 3.8802 -4.8334
C -0.3091 2.3011 -4.7599
C 1.3352 2.0651 -4.6485
C 2.2188 3.1763 -5.4696
C 3.8369 2.9083 -5.4789
C 4.2851 1.3738 -5.8423
C 4.6798 0.4394 -4.5543
C 5.8161 1.1165 -3.5512
C 5.1260 1.8776 -2.2489
C 5.8231 1.5056 -0.8110
C 4.7520 0.6468 0.0829
N 4.8859 -0.8364 -0.2805
C 4.4699 -1.7743 0.8434
F 4.4891 -3.1577 0.2387
C 5.6496 -1.6827 1.9901
C 5.3365 -2.5294 3.3586
C 5.4589 -4.1618 3.2030
C 6.7151 -4.6702 2.2745
F 4.1499 -4.7759 2.7743
C 5.8787 -0.1091 2.4314
C 4.7970 0.9326 1.6955
O 5.2235 2.2850 2.0828
C 4.2370 3.3139 1.7262
C 3.0828 3.6020 2.8513
C 3.0606 2.5655 4.1188
C 1.6481 3.7237 2.0408
C 1.1257 2.3076 1.4017
C 0.5829 4.4754 3.0341
H -4.7289 1.0103 -2.6483
H -3.6573 1.4226 -4.1753
H -5.0447 2.6158 -3.6624
H -3.6889 3.0132 -1.3036
H -2.1928 2.1835 -2.1154
H -1.8205 4.6010 -2.4238
H -3.6610 4.9797 -2.9092
H -2.5770 5.2142 -5.0961
H -2.9405 3.3686 -5.2326
H -0.4300 4.2645 -5.9149
H -0.1680 4.5146 -4.0103
H -0.7056 1.7715 -5.7255
H -0.8514 1.8397 -3.8221
H 1.5374 0.9781 -5.0510
H 1.6031 2.0565 -3.5062
H 2.0548 4.2587 -4.9938
H 1.8663 3.2900 -6.6042
H 4.2883 3.5983 -6.3420
H 4.2785 3.3300 -4.4765
H 5.1894 1.4330 -6.5918
H 3.3589 0.8824 -6.4107
H 3.6988 0.2152 -3.9528
H 5.0421 -0.6058 -5.0023
H 6.5115 0.2319 -3.1998
H 6.4232 1.8752 -4.2447
H 3.9774 1.6585 -2.3158
H 5.2546 3.0437 -2.4699
H 6.1852 2.5097 -0.3320
H 6.8088 0.8856 -1.0666
H 3.6557 0.9516 -0.2784
H 5.8522 -1.0534 -0.6656
H 4.2178 -0.9844 -1.0937
H 3.4481 -1.5068 1.3473
H 6.6577 -2.0086 1.4405
H 4.2168 -2.2985 3.6593
H 5.9948 -2.0965 4.2549
H 5.6501 -4.5964 4.2940
H 7.7771 -4.2823 2.6567
H 6.6226 -4.3190 1.1597
H 6.7932 -5.8572 2.2373
H 6.9530 0.2338 2.0396
H 5.9205 0.0490 3.6067
H 3.7382 0.6637 2.1671
H 4.8496 4.3323 1.6106
H 3.6968 3.1535 0.6988
H 3.2790 4.6858 3.3103
H 2.6744 3.1954 5.0564
H 2.2680 1.6808 4.0098
H 4.1005 2.1318 4.4327
H 1.8687 4.4434 1.1149
H 1.6895 2.0908 0.3729
H 1.2494 1.3714 2.1062
H -0.0258 2.3588 1.1066
H -0.1890 3.6819 3.4133
H 0.0439 5.3983 2.5465
H 1.1665 4.9080 3.9789
C -4.6076 -2.9135 -0.8531
C -5.4641 -1.7592 -0.3641
O -6.0784 -1.0235 -1.4191
C -6.9852 -1.7407 -2.2517
C -8.1854 -2.2931 -1.5019
H -3.8882 -2.5713 -1.6039
H -4.0620 -3.3651 -0.0195
H -5.2164 -3.6952 -1.3166
H -4.8241 -1.0522 0.1747
H -6.2189 -2.1012 0.3511
H -6.4592 -2.5331 -2.7940
H -7.3406 -1.0312 -3.0057
H -7.8913 -3.0800 -0.8015
H -8.9096 -2.7209 -2.2017
H -8.6748 -1.5045 -0.9213
C -9.6993 -4.4275 3.5478
C -8.7972 -3.7866 2.5082
O -9.4891 -2.9127 1.6198
C -10.1251 -1.7809 2.2067
C -9.1577 -0.8367 2.9000
H -10.5611 -4.9055 3.0711
H -9.1489 -5.1795 4.1206
H -10.0858 -3.6866 4.2535
H -8.3612 -4.5772 1.8880
H -7.9586 -3.2643 2.9795
H -10.9207 -2.1011 2.8872
H -10.6139 -1.2418 1.3890
H -8.7142 -1.2993 3.7864
H -9.6746 0.0731 3.2199
H -8.3374 -0.5625 2.2289
C 1.8185 -3.8018 3.7478
C 0.9620 -2.6474 4.2368
O 0.3477 -1.9118 3.1818
C -0.5591 -2.6290 2.3493
C -1.7593 -3.1813 3.0990
H 2.5379 -3.4595 2.9970
H 2.3641 -4.2534 4.5814
H 1.2097 -4.5834 3.2844
H 1.6020 -1.9404 4.7756
H 0.2072 -2.9895 4.9520
H -0.0331 -3.4214 1.8069
H -0.9145 -1.9195 1.5952
H -1.4652 -3.9683 3.7994
H -2.4835 -3.6092 2.3992
H -2.2487 -2.3928 3.6796

Atoms 1-2, force components in eV/Å:
0.33 0.63 -0.13
-0.31 0.26 0.59

## Properties
**Charge**: +1
**Multiplicity**: 1
**HOMO energy**: -10.82 eV

Löwdin population analysis, charges in e, atoms 1 to 2: -0.133 -0.271

Record 2
The following is a quantum chemistry calculation of 9 unconnected molecules or ions with the total composition C40H90Br4N5 in a non-equilibrium geometry, from OMol25.

Element x y z (Å)
C 3.2818 5.0509 -0.7256
C 3.8275 3.7446 -0.3271
C 3.5806 3.3617 1.1497
N 4.2128 2.0147 1.6194
C 5.7173 1.9554 1.1485
C 4.0536 1.6631 3.1299
C 2.6478 1.0127 3.1998
C 2.3204 0.4490 1.8335
C 3.4926 0.9223 0.8774
H 3.8110 5.9148 -0.3235
H 2.2557 5.2950 -0.4505
H 3.2913 5.1203 -1.8134
H 4.9064 3.8036 -0.4704
H 3.3448 3.1040 -1.0652
H 2.5277 3.2578 1.4120
H 4.0610 4.0488 1.8462
H 6.1052 2.8908 1.5518
H 5.8315 1.8585 0.0688
H 6.2102 1.1333 1.6673
H 4.8282 0.9700 3.4581
H 4.3664 2.5719 3.6439
H 2.4865 0.1742 3.8773
H 1.8834 1.7843 3.2918
H 2.2429 -0.6382 1.8478
H 1.3460 0.7246 1.4301
H 4.2010 0.1078 0.7263
H 3.1955 1.1930 -0.1358
C 8.6405 -3.0191 0.9187
C 7.1257 -3.3940 0.9469
C 6.5341 -3.5731 -0.4860
N 5.0076 -3.7623 -0.5791
C 4.5601 -5.0469 0.1527
C 4.5645 -3.7465 -2.0157
C 3.0346 -3.4721 -1.9654
C 2.8415 -2.5218 -0.7416
C 4.1756 -2.6623 0.0191
H 9.0936 -2.9304 1.9061
H 8.9085 -2.1156 0.3709
H 9.2531 -3.8052 0.4772
H 6.6015 -2.6197 1.5070
H 7.3155 -4.2670 1.5713
H 6.9546 -4.4064 -1.0488
H 6.6849 -2.6395 -1.0280
H 5.0127 -5.9303 -0.2977
H 3.4757 -5.1568 0.1483
H 4.8596 -5.0632 1.2006
H 4.8629 -4.6945 -2.4633
H 5.0329 -2.9705 -2.6211
H 2.4792 -4.4096 -1.9381
H 2.7354 -2.8961 -2.8411
H 1.9410 -2.6566 -0.1425
H 2.5959 -1.5778 -1.2282
H 4.0417 -2.6827 1.1006
H 4.7714 -1.7514 -0.0391
C -3.8484 1.2953 0.9151
C -2.7419 0.6656 1.6592
C -3.1183 0.3842 3.1596
N -1.9830 0.0045 4.1071
C -1.1134 1.2695 4.4236
C -1.1394 -1.2350 3.7166
C -0.7584 -1.8970 5.1044
C -1.8289 -1.5600 6.0908
C -2.6642 -0.3900 5.4845
H -4.8154 1.2836 1.4179
H -4.1270 0.7390 0.0201
H -3.6145 2.2906 0.5374
H -2.0192 1.4779 1.7362
H -2.3152 -0.1797 1.1194
H -3.6841 -0.5455 3.0988
H -3.5203 1.1956 3.7664
H -0.4922 0.9853 5.2730
H -1.8284 2.0158 4.7698
H -0.4976 1.5257 3.5614
H -0.3528 -0.8581 3.0629
H -1.8880 -1.9200 3.3185
H 0.2487 -1.5120 5.2645
H -0.6237 -2.9679 4.9525
H -1.3711 -1.3418 7.0556
H -2.4383 -2.4560 6.2087
H -2.8612 0.5178 6.0547
H -3.5941 -0.8803 5.1962
C -8.9980 -2.0917 0.8360
C -7.6444 -1.8048 0.1607
C -7.2874 -2.6408 -1.1077
N -5.9344 -2.2251 -1.7663
C -4.8107 -2.5036 -0.6477
C -5.6191 -2.9828 -3.0671
C -4.7735 -2.0312 -3.9313
C -4.8507 -0.6842 -3.2276
C -5.9917 -0.7111 -2.1849
H -9.8420 -1.7410 0.2420
H -9.1916 -1.5638 1.7697
H -9.0854 -3.1527 1.0703
H -6.8951 -2.0312 0.9193
H -7.6021 -0.7386 -0.0617
H -8.0950 -2.5329 -1.8317
H -7.1550 -3.7164 -0.9914
H -4.7780 -1.6919 0.0791
H -3.8701 -2.5258 -1.1980
H -4.9247 -3.4922 -0.2029
H -5.0961 -3.9151 -2.8536
H -6.5773 -3.0697 -3.5792
H -3.7316 -2.3493 -3.8950
H -5.0765 -2.0257 -4.9783
H -3.9657 -0.2073 -2.8064
H -5.1605 0.0390 -3.9820
H -5.8443 -0.1113 -1.2867
H -6.9951 -0.4728 -2.5378
C -1.2506 6.3192 -3.3768
C -1.2621 4.7948 -3.5163
C -0.3367 4.0326 -2.5129
N -0.6197 2.4514 -2.4331
C -1.8742 2.1554 -1.5392
C 0.5863 1.6741 -1.8428
C 1.3196 0.8757 -2.9066
C 0.6316 1.4062 -4.2428
C -0.8407 1.6898 -3.7582
H -2.0952 6.7089 -3.9451
H -0.3960 6.7160 -3.9249
H -1.3105 6.8313 -2.4165
H -1.1312 4.4282 -4.5344
H -2.2849 4.5600 -3.2214
H -0.4436 4.4675 -1.5192
H 0.7116 4.1830 -2.7707
H -2.7641 2.4388 -2.1012
H -1.7674 2.7027 -0.6026
H -1.8819 1.1264 -1.1800
H 0.3677 1.1390 -0.9187
H 1.2121 2.4950 -1.4925
H 1.2405 -0.2078 -2.8169
H 2.3787 1.1293 -2.9532
H 0.7080 0.6929 -5.0634
H 1.1545 2.3198 -4.5258
H -1.3361 0.7310 -3.6050
H -1.3367 2.3815 -4.4390
Br 5.0998 0.0701 -2.4794
Br -5.7033 2.9662 -2.0158
Br -0.1615 3.9939 1.4127
Br -0.9609 -1.9246 -2.1248

Atoms 1-2, force components in eV/Å:
-0.94 2.59 -0.09
0.31 -1.06 0.88

## Properties
**Charge**: +1
**Multiplicity**: 1
**HOMO energy**: -8.14 eV

Löwdin population analysis, charges in e, atoms 1 to 2: -0.121 -0.234

| no. | gap between HOMO and LUMO (eV) | LUMO level (eV) |
| --- | --- | --- |
| 1 | 8.10 | -2.72 |
| 2 | 5.76 | -2.38 |